# 1
Molecular formula: C26H15CeF4N4O2
Method: DFT, wB97M-V/def2-TZVPD

Computed properties:
**Max |F|**: 0.0285 hartree/bohr
**Net charge**: +1
**Energy relative to the best compared isomer or geometry (same formula, charge and spin)**: 36.18 kJ/mol
**HOMO-LUMO gap (alpha / beta)**: 6.868 / 6.953 eV
**LUMO level (alpha / beta)**: -4.718 / -4.634 eV
**DFT total energy**: -2243.65504 Eh

Cartesian coordinates (Å):
Ce: 0.176 1.223 -0.817
F: 5.837 1.021 -2.111
C: 4.921 1.118 -1.144
C: 3.586 0.975 -1.476
C: 2.618 1.062 -0.493
C: 3.009 1.268 0.844
C: 4.359 1.462 1.115
F: 4.761 1.760 2.360
C: 5.337 1.382 0.143
C: 1.989 1.282 1.921
C: 2.250 0.889 3.229
C: 1.234 0.917 4.165
C: -0.038 1.333 3.790
C: -0.237 1.667 2.474
N: 0.744 1.643 1.558
H: 3.338 0.813 -2.520
H: 6.379 1.533 0.387
H: 3.234 0.550 3.506
H: 1.429 0.609 5.183
H: -0.855 1.376 4.496
H: -1.214 1.984 2.124
F: -0.791 3.323 -0.334
C: 0.315 3.602 -1.264
F: -0.235 2.789 -2.419
H: 0.126 4.625 -1.563
O: -0.455 -0.617 -2.189
C: -0.285 -1.418 -1.227
N: -0.118 -0.945 0.033
C: 0.246 -2.032 0.876
O: 0.534 -1.925 2.031
C: 0.188 -3.270 0.031
C: 0.412 -4.588 0.356
C: 0.253 -5.528 -0.662
C: -0.112 -5.147 -1.951
C: -0.325 -3.809 -2.274
C: -0.167 -2.890 -1.257
H: 0.698 -4.875 1.359
H: 0.417 -6.577 -0.449
H: -0.230 -5.905 -2.715
H: -0.599 -3.507 -3.276
N: -7.814 0.897 -0.953
C: -6.667 0.953 -0.973
C: -5.227 1.025 -0.987
C: -4.478 0.204 -0.152
C: -3.103 0.310 -0.191
N: -2.461 1.174 -0.991
C: -3.191 1.958 -1.791
C: -4.570 1.916 -1.827
H: -4.959 -0.502 0.509
H: -2.485 -0.316 0.437
H: -2.650 2.644 -2.428
H: -5.122 2.563 -2.493

=====

# 2
Molecular formula: C26H15Cl5GeN3RhS2
Method: DFT, wB97M-V/def2-TZVPD

Computed properties:
**Max |F|**: 0.0188 hartree/bohr
**Multiplicity**: 2
**Net charge**: +1
**Energy relative to the best compared isomer or geometry (same formula, charge and spin)**: 0.00 kJ/mol
**HOMO-LUMO gap (alpha / beta)**: 6.660 / 6.134 eV
**LUMO level (alpha / beta)**: -4.061 / -4.660 eV
**DFT total energy**: -6448.81800 Eh

Cartesian coordinates (Å):
Rh: -0.610 -0.443 0.656
S: -3.774 4.822 -3.144
C: -5.346 5.188 -2.598
C: -5.692 4.449 -1.509
C: -4.659 3.568 -1.108
C: -3.544 3.652 -1.899
C: -2.293 2.903 -1.785
C: -2.189 1.840 -0.865
N: -1.098 1.124 -0.700
C: -0.001 1.411 -1.453
C: -0.002 2.424 -2.408
C: 1.190 2.657 -3.178
C: 2.305 1.919 -2.977
C: 2.336 0.882 -1.981
C: 3.465 0.091 -1.710
C: 3.437 -0.875 -0.724
C: 2.234 -1.030 -0.003
N: 1.168 -0.309 -0.261
C: 1.187 0.643 -1.233
C: 4.577 -1.732 -0.407
C: 4.644 -2.736 0.523
C: 5.908 -3.371 0.561
C: 6.781 -2.840 -0.338
S: 6.080 -1.573 -1.237
C: -1.179 3.173 -2.559
H: -5.935 5.930 -3.112
H: -6.646 4.530 -1.010
H: -4.749 2.909 -0.257
H: -3.042 1.556 -0.262
H: 1.175 3.441 -3.924
H: 3.197 2.101 -3.561
H: 4.365 0.255 -2.291
H: 2.129 -1.737 0.808
H: 3.822 -3.024 1.163
H: 6.157 -4.184 1.225
H: 7.803 -3.129 -0.523
H: -1.199 3.971 -3.291
Cl: 0.388 -3.200 -1.650
Ge: -1.152 -2.483 -0.336
Cl: -1.670 -4.103 0.947
Cl: -2.859 -2.097 -1.581
Cl: -2.643 -0.553 1.900
C: -1.988 -1.499 3.233
C: -2.784 -1.820 4.293
C: -2.219 -2.575 5.324
C: -0.890 -2.978 5.260
C: -0.109 -2.640 4.176
Cl: 1.522 -3.162 4.104
C: -0.629 -1.869 3.084
N: 0.127 -1.563 2.045
H: -3.817 -1.501 4.334
H: -2.822 -2.848 6.178
H: -0.459 -3.563 6.060